Record 1
Here is one molecule with the formula C18H27NO5 from the Open Molecules 2025 dataset. Energies are from ωB97M-V with the def2-TZVPD basis set.

```
! wB97M-V def2-TZVPD RIJCOSX def2/J DEFGRID3
* xyz 0 1
C 5.1723 3.2581 -0.1728
C 3.8382 3.8970 0.1931
C 2.7425 2.8546 0.4028
O 2.4303 2.1948 -0.8245
C 2.7709 0.9130 -0.9582
O 3.3272 0.2572 -0.1186
C 2.2963 0.3794 -2.2983
C 0.8966 -0.1280 -2.0685
C -0.1712 0.7557 -2.0229
C -1.4416 0.3093 -1.7096
C -1.6731 -1.0305 -1.4292
O -2.8975 -1.5188 -1.0275
C -3.7249 -0.6465 -0.2807
C -2.9659 0.1626 0.7811
O -3.0879 1.3750 0.8140
N -2.1607 -0.5123 1.6216
C -2.1227 -1.9518 1.7859
C -3.0722 -2.4119 2.8924
C -1.2998 0.2642 2.4995
C 0.0599 0.5095 1.8513
C -0.6096 -1.9422 -1.5279
O -0.7354 -3.2824 -1.2482
C -1.7268 -3.9944 -1.9628
C 0.6599 -1.4739 -1.8350
H 5.9386 4.0204 -0.2892
H 5.0894 2.7099 -1.1086
H 5.4867 2.5627 0.6021
H 3.5258 4.5810 -0.5981
H 3.9395 4.4674 1.1179
H 1.8169 3.3307 0.7384
H 3.0588 2.1031 1.1332
H 2.3000 1.1870 -3.0291
H 2.9543 -0.4293 -2.6118
H -0.0087 1.8060 -2.2113
H -2.2493 1.0206 -1.6512
H -4.2355 0.0722 -0.9334
H -4.4789 -1.2876 0.1851
H -2.3817 -2.4502 0.8543
H -1.0963 -2.2331 2.0342
H -2.8094 -1.9587 3.8454
H -4.0969 -2.1348 2.6556
H -3.0181 -3.4922 2.9969
H -1.1840 -0.2727 3.4428
H -1.7939 1.2198 2.6895
H 0.7009 1.0635 2.5317
H 0.5494 -0.4283 1.5972
H -0.0662 1.0848 0.9375
H -1.6597 -5.0227 -1.6112
H -1.5251 -3.9640 -3.0390
H -2.7292 -3.6046 -1.7764
H 1.4678 -2.1885 -1.8596
*
```

## Properties
Energy relative to the best compared isomer or geometry (same formula, charge and spin)   49.0 kJ/mol
SMILES   CCCOC(=O)Cc1ccc(OCC(=O)N(CC)CC)c(OC)c1
HOMO energy   -8.4 eV
Maximum force   0.013 hartree/bohr
Kohn-Sham gap   0.33842 Ha

Atom charges from the Mulliken analysis, given in e for atoms 1 to 5: -1.119 -0.523 -0.614 -0.234 0.921



Record 2
Here is C18H28AgBrN3O3V as an isolated structure at a distorted geometry from the Open Molecules 2025 dataset. Energies are from ωB97M-V with the def2-TZVPD basis set.

```
! wB97M-V def2-TZVPD RIJCOSX def2/J DEFGRID3
* xyz 2 1
N -0.8742 1.6568 -1.2474
C -1.1867 2.7985 -0.9526
O -1.5193 3.9053 -0.6921
Ag -0.7964 -1.5964 -3.3117
V 0.0665 0.0032 -0.9395
N 1.7266 0.1019 -1.7748
N -0.9581 -1.6713 -1.2422
C 2.5609 1.3238 -1.8557
C -2.4099 -1.8221 -0.9181
C 2.0082 2.1651 -3.0025
C 4.0363 1.0143 -2.1226
C 2.4686 2.1079 -0.5544
C -2.9114 -3.1431 -1.5095
C -2.6749 -1.8268 0.5881
C -3.1531 -0.6401 -1.5324
H 2.0946 1.6090 -3.9438
H 2.5794 3.0969 -3.0906
H 0.9523 2.4124 -2.8323
H 4.4418 0.3365 -1.3603
H 4.6043 1.9520 -2.0852
H 4.1996 0.5776 -3.1158
H 1.4540 2.4362 -0.3053
H 3.0975 3.0043 -0.6457
H 2.8377 1.5048 0.2855
H -2.6898 -3.1976 -2.5854
H -4.0019 -3.2039 -1.3853
H -2.4408 -4.0041 -1.0166
H -2.3361 -2.7511 1.0702
H -3.7592 -1.7413 0.7423
H -2.1825 -0.9796 1.0818
H -2.8056 0.3044 -1.0949
H -4.2276 -0.7777 -1.3443
H -3.0010 -0.5899 -2.6214
C -0.0829 -2.6859 -0.6167
H 0.8097 -2.1882 -0.1923
H -0.5968 -3.2197 0.1961
H 0.2532 -3.4331 -1.3589
C 2.1594 -0.9683 -2.6681
H 3.0225 -1.4967 -2.2274
H 1.3599 -1.7140 -2.8280
H 2.4363 -0.5821 -3.6650
Br 0.2260 -1.9773 3.1395
C -0.1860 -0.3400 4.0028
C -0.3717 -0.3872 5.3968
C -0.5710 0.7903 6.1334
C -0.6121 2.0246 5.4772
C -0.4565 2.0776 4.0917
C -0.2730 0.9112 3.3363
C -0.0670 1.1173 1.8495
O 0.2279 2.2653 1.4609
O -0.2205 0.0840 1.0700
H -0.3549 -1.3533 5.8979
H -0.6910 0.7267 7.2159
H -0.7630 2.9510 6.0322
H -0.4483 3.0318 3.5708
*
```

## Properties
HOMO energy (alpha / beta)   -13.8 / -13.8 eV
Maximum force   0.085 hartree/bohr
Kohn-Sham gap (alpha / beta)   0.15060 / 0.14887 Ha

Atom charges from the Mulliken analysis, given in e for atoms 1 to 5: -0.538 1.003 -0.396 0.495 1.256



Record 3
Here is C18H28B3F6MnN6 as an isolated structure at a distorted geometry from the Open Molecules 2025 dataset. Energies are from ωB97M-V with the def2-TZVPD basis set.

```
! wB97M-V def2-TZVPD RIJCOSX def2/J DEFGRID3
* xyz 0 5
Mn -0.1736 0.0245 0.3559
C 4.0430 -3.2601 0.9343
C 2.7375 -2.4709 0.8577
C 2.2886 -2.0435 2.2587
C 2.8697 -1.3022 -0.0786
C 4.0018 -0.8744 -0.7829
C 3.5688 0.1871 -1.5516
N 2.2659 0.3747 -1.3194
N 1.8296 -0.5336 -0.4186
B 1.2987 1.3335 -2.0367
N 0.7566 2.4071 -1.0615
C 0.9079 3.7339 -1.1181
C 0.0685 4.3123 -0.1859
C -0.5841 3.2417 0.4331
N -0.1624 2.1010 -0.1195
C -1.6261 3.3200 1.5129
C -0.9828 3.5921 2.8823
C -2.5154 2.0772 1.5503
N 0.0915 0.5224 -2.5475
C -0.2972 0.4243 -3.8261
C -1.4251 -0.3593 -3.8783
C -1.6905 -0.7105 -2.5455
N -0.7559 -0.1796 -1.7514
C -2.8616 -1.5430 -2.1101
C -2.7365 -2.9631 -2.6754
C -3.0673 -1.5807 -0.6042
H 3.8928 -4.1581 1.5328
H 4.8250 -2.6629 1.4075
H 4.3819 -3.5641 -0.0567
H 1.9643 -3.1265 0.4443
H 2.9561 -1.2825 2.6686
H 2.2874 -2.9040 2.9277
H 1.2717 -1.6515 2.2455
H 4.9981 -1.2771 -0.7458
H 4.1026 0.8041 -2.2555
H 1.8507 1.8586 -2.9541
H 1.5808 4.1859 -1.8277
H -0.0651 5.3595 0.0247
H -2.2476 4.1840 1.2644
H -0.5410 2.6826 3.2897
H -1.7327 3.9450 3.5903
H -0.1995 4.3458 2.8000
H -1.9358 1.1882 1.8195
H -2.9921 1.9096 0.5835
H -3.2917 2.1794 2.3072
H 0.2486 0.9162 -4.6139
H -1.9960 -0.6310 -4.7496
H -3.7423 -1.0826 -2.5691
H -1.8820 -3.4788 -2.2341
H -2.6054 -2.9488 -3.7577
H -3.6381 -3.5332 -2.4475
H -2.3037 -2.1884 -0.1226
H -4.0320 -2.0272 -0.3644
H -3.0572 -0.5798 -0.1680
F -3.0132 -0.9941 2.6323
B -2.0033 -1.9101 2.6940
F -1.2503 -1.8859 3.8185
F -2.2944 -3.1403 2.2027
F -0.9558 -1.3102 1.5487
F 0.6606 0.6511 3.2453
B 0.9164 0.7745 1.9529
F 1.9926 1.5216 1.6924
*
```

## Properties
⟨S²⟩   6.23
HOMO energy (alpha / beta)   -9.3 / -9.3 eV
Maximum force   0.032 hartree/bohr
Kohn-Sham gap (alpha / beta)   0.31504 / 0.33781 Ha

Atom charges from the Mulliken analysis, given in e for atoms 1 to 5: 0.166 -1.971 1.091 -0.635 -0.183



Record 4
Here is C18H28BCl3GeN6O3OsS2 as an isolated structure at a distorted geometry from the Open Molecules 2025 dataset. Energies are from ωB97M-V with the def2-TZVPD basis set.

```
! wB97M-V def2-TZVPD RIJCOSX def2/J DEFGRID3
* xyz 1 2
Os 0.0510 0.4200 -0.1411
C 1.2796 1.8870 3.3315
C 2.2912 2.1839 2.2157
C 1.7557 3.2370 1.2430
C 2.6890 0.9039 1.5287
C 3.9039 0.2535 1.7128
C 3.8329 -0.8952 0.9526
N 2.6535 -0.9411 0.3402
N 1.9257 0.1729 0.6855
B 2.0747 -2.1130 -0.5051
N 1.6414 -1.4698 -1.8247
C 2.0020 -1.7871 -3.0662
C 1.6050 -0.7737 -3.9186
C 0.9988 0.1819 -3.1076
N 1.0282 -0.2685 -1.8265
C 0.5330 1.5603 -3.4992
C 0.8499 1.8441 -4.9639
C 1.1749 2.6142 -2.5920
N 0.8695 -2.6606 0.2665
C 0.4942 -3.9120 0.5263
C -0.6213 -3.8782 1.3363
C -0.8711 -2.5199 1.5596
N 0.0544 -1.7798 0.8700
C -1.9014 -1.8427 2.3137
C -2.5683 -2.7306 3.3456
C -1.2756 0.4689 1.2548
H 0.9360 2.8165 3.7871
H 1.7304 1.2725 4.1112
H 0.4121 1.3529 2.9503
H 3.1961 2.5794 2.6783
H 0.8126 2.9196 0.7948
H 2.4628 3.4316 0.4362
H 1.5630 4.1715 1.7698
H 4.7252 0.5874 2.3221
H 4.5528 -1.6825 0.8011
H 2.8615 -2.9863 -0.7141
H 2.5261 -2.7069 -3.2649
H 1.7386 -0.7281 -4.9841
H -0.5472 1.6211 -3.3644
H 1.9243 1.7997 -5.1509
H 0.4985 2.8408 -5.2276
H 0.3488 1.1351 -5.6235
H 2.2640 2.5406 -2.6174
H 0.8578 2.5010 -1.5509
H 0.8860 3.6159 -2.9102
H 1.0445 -4.7528 0.1374
H -1.1640 -4.7191 1.7319
H -3.2958 -0.5793 2.9851
H -3.1745 -3.4818 2.8393
H -3.2679 -2.1357 3.9491
H -1.8220 -3.1854 3.9942
H -0.8161 1.4799 1.0312
H -1.8240 0.2004 3.4299
H -3.1291 1.0375 2.3354
Cl -3.7442 2.1285 2.7113
Ge -3.9782 -0.5747 0.6375
Cl -2.3351 -0.3213 2.0388
Cl -5.8217 -1.0658 1.5064
O -3.5369 0.6902 -2.9125
S -3.0537 0.5483 -1.5885
O -1.7352 1.1956 -1.4041
O -4.1103 0.9447 -0.4902
S -2.8528 -1.4753 -1.0813
*
```

## Properties
Energy relative to the best compared isomer or geometry (same formula, charge and spin)   2071.0 kJ/mol
⟨S²⟩   0.87
HOMO energy (alpha / beta)   -10.4 / -10.5 eV
Maximum force   0.131 hartree/bohr
Kohn-Sham gap (alpha / beta)   0.19494 / 0.19918 Ha

Atom charges from the Mulliken analysis, given in e for atoms 1 to 5: -0.121 -1.107 0.200 -1.189 0.234



Record 5
Here is C18H28BiN9O3 as an isolated structure from the Open Molecules 2025 dataset. Energies are from ωB97M-V with the def2-TZVPD basis set.

```
! wB97M-V def2-TZVPD RIJCOSX def2/J DEFGRID3
* xyz 2 1
Bi -0.1078 0.0307 0.1741
N 3.7842 0.7222 0.3031
N 4.0070 1.9005 -0.4069
C 3.0130 2.5747 -1.0155
N 3.3323 3.7062 -1.6267
N 1.7870 2.0311 -0.9166
N 0.7603 2.6703 -1.5063
O -0.3369 2.1074 -1.3300
O 0.8543 3.6666 -2.2001
H 4.0747 0.8573 1.2638
H 4.3420 -0.0176 -0.1037
H 4.9369 2.2851 -0.4499
H 4.2714 4.0682 -1.6249
H 2.6083 4.1969 -2.1263
N 0.1950 -0.7755 2.5339
C 1.1267 -1.8457 2.9783
C 0.4145 -3.1665 3.2497
C 0.1305 -4.0644 2.0442
C -0.8900 -3.5637 1.0282
N -0.3010 -2.6188 0.0412
H 0.4705 0.1346 2.8966
H -0.7254 -0.9242 2.9406
H 1.6305 -1.5230 3.8886
H 1.8965 -1.9817 2.2121
H -0.5238 -2.9586 3.7779
H 1.0301 -3.7339 3.9477
H -0.2351 -5.0186 2.4240
H 1.0701 -4.2892 1.5244
H -1.7212 -3.0634 1.5348
H -1.3083 -4.4215 0.5014
H -0.8356 -2.6610 -0.8220
H 0.6328 -2.9402 -0.2045
C -4.6198 -0.5624 0.6979
C -3.2458 -0.3803 0.8366
N -2.4085 -0.4426 -0.1925
C -2.9031 -0.6715 -1.4417
C -4.2755 -0.8407 -1.6637
C -5.1338 -0.7854 -0.5526
C -4.7652 -1.0413 -2.9984
C -3.9257 -1.0354 -4.0509
C -2.5167 -0.8493 -3.8591
C -1.6017 -0.7958 -4.9260
C -0.2657 -0.6321 -4.6712
C 0.1585 -0.5414 -3.3421
N -0.6794 -0.5813 -2.3218
C -2.0017 -0.7059 -2.5661
H -5.2575 -0.5030 1.5684
H -2.8067 -0.1313 1.7943
H -6.2013 -0.9046 -0.6993
H -5.8288 -1.1886 -3.1395
H -4.3005 -1.1761 -5.0572
H -1.9648 -0.8806 -5.9437
H 0.4560 -0.5768 -5.4745
H 1.2122 -0.4410 -3.0991
C -1.6785 2.5546 1.2416
O -0.9836 1.3463 1.5489
H -2.2688 2.8434 2.1121
H -2.3553 2.4428 0.3875
H -0.9861 3.3666 1.0166
*
```

## Properties
Energy relative to the best compared isomer or geometry (same formula, charge and spin)   0.0 kJ/mol
HOMO energy   -14.5 eV
Maximum force   0.009 hartree/bohr
Kohn-Sham gap   0.31474 Ha

Atom charges from the Mulliken analysis, given in e for atoms 1 to 5: 1.959 -0.481 -0.218 0.609 -0.322



Record 6
Here is C18H28Br2FNO8 as an isolated structure at a distorted geometry from the Open Molecules 2025 dataset. Energies are from ωB97M-V with the def2-TZVPD basis set.

```
! wB97M-V def2-TZVPD RIJCOSX def2/J DEFGRID3
* xyz 0 1
C 5.1890 -3.7809 1.3666
O 5.2214 -2.3698 1.1211
C 4.6364 -2.0514 -0.1635
C 3.1105 -2.4512 -0.1950
C 2.1198 -1.5645 0.4305
C 2.5763 -0.2242 1.0711
O 2.1864 0.8152 0.6106
O 3.4806 -0.1470 2.1571
Br 2.4814 -0.2686 3.6890
C 0.6944 -2.0224 0.4092
F -0.1928 -1.1931 1.0404
C 0.2789 -3.2865 -0.2316
C -1.1879 -3.7982 -0.2520
C -2.3235 -2.6894 -0.2171
C -3.1362 -2.8567 1.1366
O -2.4850 -2.2796 2.2794
N 1.2925 -4.0729 -0.8095
Br 0.9511 -5.7368 -1.6179
C 2.6437 -3.7112 -0.8030
C 3.7289 -4.6675 -1.4342
O 4.0059 -5.7278 -0.8482
O 4.2631 -4.3034 -2.5446
H 5.5816 -4.3689 0.4801
H 4.1660 -4.1635 1.6580
H 5.8714 -4.0327 2.2315
H 4.7836 -0.9528 -0.3412
H 5.2528 -2.6075 -0.9261
H -1.4228 -4.4756 -1.1261
H -1.3237 -4.4504 0.6662
H -3.0703 -2.9321 -1.0360
H -1.9821 -1.6421 -0.4126
H -4.1868 -2.4538 0.9890
H -3.2848 -3.9577 1.3779
H -2.2812 -3.0105 2.8917
C -1.1070 1.1987 -2.0059
C -0.8837 2.6406 -1.5753
C 0.1954 3.3073 -2.4144
O -0.5054 2.6722 -0.2015
H -0.1934 0.6090 -1.8787
H -1.8767 0.7293 -1.3878
H -1.4160 1.1417 -3.0523
H -1.8182 3.2003 -1.6667
H 1.1520 2.7884 -2.3013
H 0.3531 4.3375 -2.0875
H -0.0746 3.3139 -3.4730
H 0.3212 2.1790 -0.1093
C -4.5649 5.2657 0.2575
C -3.6131 5.7506 1.3406
C -2.6240 6.7677 0.7922
O -2.9025 4.6404 1.8806
H -4.0157 4.7732 -0.5511
H -5.2620 4.5284 0.6621
H -5.1385 6.0941 -0.1649
H -4.1841 6.1973 2.1580
H -2.0095 6.3258 0.0017
H -1.9404 7.0991 1.5769
H -3.1395 7.6413 0.3858
H -2.3911 4.2342 1.1671
*
```

## Properties
HOMO energy   -8.8 eV
Maximum force   0.075 hartree/bohr
Kohn-Sham gap   0.25474 Ha

Atom charges from the Mulliken analysis, given in e for atoms 1 to 5: -0.551 -0.376 -1.193 0.276 1.322



> Which value of maximum force does entry 4 give?

0.131 hartree/bohr



> Among the records above, which one has the lowest maximum force?

C18H28BiN9O3



Repeat the third record exactly.
Here is C18H28B3F6MnN6 as an isolated structure at a distorted geometry from the Open Molecules 2025 dataset. Energies are from ωB97M-V with the def2-TZVPD basis set.

```
! wB97M-V def2-TZVPD RIJCOSX def2/J DEFGRID3
* xyz 0 5
Mn -0.1736 0.0245 0.3559
C 4.0430 -3.2601 0.9343
C 2.7375 -2.4709 0.8577
C 2.2886 -2.0435 2.2587
C 2.8697 -1.3022 -0.0786
C 4.0018 -0.8744 -0.7829
C 3.5688 0.1871 -1.5516
N 2.2659 0.3747 -1.3194
N 1.8296 -0.5336 -0.4186
B 1.2987 1.3335 -2.0367
N 0.7566 2.4071 -1.0615
C 0.9079 3.7339 -1.1181
C 0.0685 4.3123 -0.1859
C -0.5841 3.2417 0.4331
N -0.1624 2.1010 -0.1195
C -1.6261 3.3200 1.5129
C -0.9828 3.5921 2.8823
C -2.5154 2.0772 1.5503
N 0.0915 0.5224 -2.5475
C -0.2972 0.4243 -3.8261
C -1.4251 -0.3593 -3.8783
C -1.6905 -0.7105 -2.5455
N -0.7559 -0.1796 -1.7514
C -2.8616 -1.5430 -2.1101
C -2.7365 -2.9631 -2.6754
C -3.0673 -1.5807 -0.6042
H 3.8928 -4.1581 1.5328
H 4.8250 -2.6629 1.4075
H 4.3819 -3.5641 -0.0567
H 1.9643 -3.1265 0.4443
H 2.9561 -1.2825 2.6686
H 2.2874 -2.9040 2.9277
H 1.2717 -1.6515 2.2455
H 4.9981 -1.2771 -0.7458
H 4.1026 0.8041 -2.2555
H 1.8507 1.8586 -2.9541
H 1.5808 4.1859 -1.8277
H -0.0651 5.3595 0.0247
H -2.2476 4.1840 1.2644
H -0.5410 2.6826 3.2897
H -1.7327 3.9450 3.5903
H -0.1995 4.3458 2.8000
H -1.9358 1.1882 1.8195
H -2.9921 1.9096 0.5835
H -3.2917 2.1794 2.3072
H 0.2486 0.9162 -4.6139
H -1.9960 -0.6310 -4.7496
H -3.7423 -1.0826 -2.5691
H -1.8820 -3.4788 -2.2341
H -2.6054 -2.9488 -3.7577
H -3.6381 -3.5332 -2.4475
H -2.3037 -2.1884 -0.1226
H -4.0320 -2.0272 -0.3644
H -3.0572 -0.5798 -0.1680
F -3.0132 -0.9941 2.6323
B -2.0033 -1.9101 2.6940
F -1.2503 -1.8859 3.8185
F -2.2944 -3.1403 2.2027
F -0.9558 -1.3102 1.5487
F 0.6606 0.6511 3.2453
B 0.9164 0.7745 1.9529
F 1.9926 1.5216 1.6924
*
```

## Properties
⟨S²⟩   6.23
HOMO energy (alpha / beta)   -9.3 / -9.3 eV
Maximum force   0.032 hartree/bohr
Kohn-Sham gap (alpha / beta)   0.31504 / 0.33781 Ha

Atom charges from the Mulliken analysis, given in e for atoms 1 to 5: 0.166 -1.971 1.091 -0.635 -0.183



> The highest maximum force belongs to which entry?

C18H28BCl3GeN6O3OsS2